Computed, not measured: C31H52N5O2OsPS2 as an isolated structure, with ωB97M-V/def2-TZVPD.

Computed properties:
* LUMO (alpha / beta): -11.0 / -13.4 eV
* <S²>: 6.03
* strongest force on any atom: 0.39 eV Å⁻¹
* relative energy (zero: lowest compared OMol25 entry of this formula, charge and spin): 0.00 kJ/mol
* M: 812.13 g/mol
* spin multiplicity: 5
* electronic energy: -2863.722526 Eh
* total charge: +4

```
94
Properties=species:S:1:pos:R:3:forces:R:3
Os -0.124648 -0.232049 1.248495 -0.37 -0.07 -0.12
C -0.538067 -2.377657 6.042445 -0.01 0.02 -0.02
N -1.425444 -2.621168 4.894703 0.04 0.02 0.00
C -2.361246 -3.628174 4.834490 -0.05 -0.01 -0.04
C -2.957411 -3.551460 3.630379 -0.02 -0.06 0.03
N -2.381005 -2.478091 2.952602 0.03 0.03 -0.06
C -1.432043 -1.936427 3.747460 0.07 -0.03 0.07
S -0.311998 -0.648452 3.469243 -0.02 0.06 0.01
C -2.841061 -2.050476 1.673486 -0.05 -0.05 0.05
C -4.177313 -2.286720 1.384709 0.04 0.01 -0.02
C -4.645803 -2.057119 0.102953 0.03 0.00 0.01
C -3.751912 -1.593922 -0.848234 -0.04 -0.04 0.01
C -2.461397 -1.320634 -0.455289 0.00 0.07 -0.07
N -1.984813 -1.510361 0.791702 0.13 -0.02 0.04
H -0.886583 -2.990149 6.868190 0.01 0.00 0.00
H -0.586036 -1.330209 6.328701 0.00 0.00 0.00
H 0.480611 -2.658678 5.783667 0.00 0.01 0.01
H -2.513599 -4.317840 5.647390 -0.01 -0.01 0.00
H -3.704284 -4.184723 3.188362 -0.01 0.00 -0.01
H -4.844240 -2.647735 2.153355 0.00 0.00 0.01
H -5.682842 -2.246359 -0.141990 0.00 0.00 0.00
H -4.050154 -1.430090 -1.873768 0.01 0.01 -0.01
H -1.763330 -0.924872 -1.174162 -0.02 0.03 0.02
C 3.129555 0.009216 -6.535557 0.01 0.00 -0.01
C 3.439818 -0.590879 -5.154220 -0.05 0.00 0.01
N 2.635874 -1.761301 -4.859358 -0.02 -0.12 0.01
C 2.706179 -2.919289 -5.726202 0.05 0.04 0.01
C 1.385442 -3.106103 -6.506684 0.02 0.01 -0.02
C 1.879872 -1.920405 -3.620771 -0.01 0.04 -0.03
O 1.797149 -3.019349 -3.160846 0.02 0.00 -0.03
C 1.239539 -0.736837 -2.963219 0.01 0.04 0.04
C 0.820087 0.420840 -3.608942 0.00 -0.03 -0.01
C 0.144697 1.384483 -2.875138 -0.05 0.00 -0.02
C -0.089341 1.171352 -1.530377 0.02 -0.04 -0.04
N 0.314649 0.050698 -0.899263 -0.10 -0.04 0.07
C 0.954926 -0.885718 -1.607888 0.05 0.00 0.03
H 3.777406 0.873698 -6.670457 0.01 0.00 0.00
H 2.093075 0.333851 -6.618209 0.00 0.00 0.01
H 3.343119 -0.696359 -7.335387 0.00 0.01 -0.01
H 3.324214 0.129454 -4.348295 0.03 0.02 -0.01
H 4.479744 -0.945355 -5.156140 0.00 0.00 0.01
H 2.865447 -3.791157 -5.086279 0.00 -0.01 -0.01
H 3.549012 -2.785397 -6.399536 0.00 0.00 0.01
H 0.548586 -3.287130 -5.834685 -0.01 0.00 0.00
H 1.516678 -3.984047 -7.137640 -0.01 0.00 0.01
H 1.184216 -2.247564 -7.143925 -0.02 0.00 0.00
H 0.988601 0.572134 -4.667617 -0.01 0.01 0.00
H -0.207994 2.293592 -3.342243 0.00 0.00 0.00
H -0.621195 1.893136 -0.925930 0.00 0.02 0.02
H 1.244932 -1.792314 -1.088964 0.00 0.01 -0.02
C -4.148633 2.288826 -0.701644 -0.02 0.01 -0.01
C -4.498883 2.924797 0.637510 -0.02 -0.03 0.01
C -4.047990 2.123516 1.851903 0.03 0.03 0.03
S -2.307492 2.080506 2.320415 -0.04 -0.02 0.06
O -1.565207 1.363367 1.133766 0.29 0.04 -0.05
C -1.818025 3.822542 2.264707 -0.08 0.01 -0.02
C -1.344250 4.361392 0.914484 -0.02 0.02 0.06
C 0.150082 4.158504 0.705292 0.04 -0.01 -0.03
H -4.585135 2.859763 -1.519436 0.01 0.01 0.00
H -4.545175 1.272695 -0.762639 -0.01 0.02 0.01
H -3.070072 2.236363 -0.858283 0.03 0.00 -0.01
H -5.584522 3.004967 0.726701 0.00 -0.01 -0.02
H -4.133964 3.950742 0.698941 0.02 0.01 0.00
H -4.315256 1.065524 1.767751 0.01 0.00 0.00
H -4.512461 2.489377 2.774211 0.01 0.02 0.00
H -1.040169 3.926020 3.022679 -0.01 -0.03 0.02
H -2.703720 4.339760 2.643549 0.00 0.01 -0.01
H -1.568340 5.429300 0.901766 0.00 -0.01 0.00
H -1.921908 3.924056 0.100810 -0.01 -0.03 -0.04
H 0.722594 4.675844 1.476840 0.00 0.01 0.00
H 0.468685 4.558469 -0.257523 0.00 0.00 0.00
H 0.414379 3.097745 0.746585 -0.02 -0.01 0.01
C 3.293188 1.434200 -0.686528 -0.04 -0.04 -0.01
C 3.019870 1.563190 0.809787 -0.01 -0.05 0.04
P 2.216213 0.179747 1.707978 0.09 0.26 -0.03
C 2.583304 0.604938 3.440783 0.07 -0.01 -0.06
C 1.981444 1.935539 3.889783 -0.06 0.01 0.04
C 3.219776 -1.291176 1.342237 0.01 -0.05 0.05
C 2.748656 -2.556631 2.056864 0.01 -0.04 -0.04
H 4.008684 2.199983 -0.982505 0.00 0.02 0.02
H 2.393904 1.591663 -1.281432 0.07 -0.02 0.02
H 3.733736 0.470839 -0.947296 0.01 0.00 0.02
H 2.450664 2.467902 1.023443 0.01 0.02 0.00
H 3.969962 1.675846 1.342584 0.00 -0.01 0.01
H 3.675665 0.639243 3.499314 -0.01 0.01 0.01
H 2.268869 -0.215928 4.083345 -0.01 -0.01 0.00
H 2.443741 2.779281 3.380257 0.00 0.02 -0.02
H 2.148806 2.072413 4.956781 0.00 0.01 0.00
H 0.900885 1.980036 3.719172 0.02 -0.02 0.00
H 4.237717 -1.024256 1.644425 0.00 -0.03 -0.01
H 3.254046 -1.437297 0.260790 -0.04 0.00 -0.02
H 2.762310 -2.439480 3.140420 0.00 0.01 -0.01
H 3.408699 -3.386760 1.811310 0.00 -0.01 0.01
H 1.735667 -2.837206 1.755029 0.00 0.00 0.00
```
Positions in Å, forces in eV/Å.